Density functional theory data (the ωB97M-V functional and the def2-TZVPD basis) for C4H6S2 in the gas phase in a non-equilibrium geometry.

The geometry in ORCA input format:
```
! RIJCOSX wB97M-V def2-TZVPD def2/J DEFGRID3
* xyz 0 1
S 1.835 -0.236 -1.138
S -1.386 -1.641 -0.637
C -1.547 1.170 -0.413
C 1.705 -1.070 0.447
C 0.611 -0.075 0.326
C -0.763 -0.269 -0.161
H 1.417 -2.226 0.639
H -1.800 1.463 0.746
H -0.923 2.054 -0.853
H -2.449 0.988 -1.003
H 0.717 0.708 1.037
H 2.582 -0.865 1.009
*
```

F_max, eV/Å: 4.09
Electronic energy, eV: -25913.383
Frontier orbital gap, Eh: 0.303
Lowest unoccupied orbital energy, Eh: -0.0171
HOMO level, eV: -8.7

Formally, the Löwdin partial charges of the atoms, in units of the elementary charge, are as follows: number 1, S, carries 0.8015; number 2, S, carries 0.7550; number 3, C, carries -0.1061; number 4, C, carries -0.5017; number 5, C, carries -0.5832; number 6, C, carries -0.8873; number 7, H, carries 0.1307; number 8, H, carries 0.1176; number 9, H, carries 0.0951; number 10, H, carries 0.0380; number 11, H, carries 0.0989; number 12, H, carries 0.0414

***

Density functional theory data (the ωB97M-V functional and the def2-TZVPD basis) for C27H58O3P2ReSSi as an isolated structure in a non-equilibrium geometry.

The geometry in ORCA input format:
```
! RIJCOSX wB97M-V def2-TZVPD def2/J DEFGRID3
* xyz 2 4
Re 2.641 1.572 -1.712
S -0.203 -1.198 -1.109
P 2.613 2.314 0.888
P -1.098 -0.268 -2.784
Si -1.760 -1.795 0.240
O -2.895 -0.610 0.180
O -2.417 -3.248 -0.116
O -1.075 -1.861 1.735
C 4.518 -0.047 -3.403
C 4.195 3.666 -2.549
C 3.971 1.919 2.018
C 4.221 2.772 -1.346
C -0.442 -1.096 -4.211
C 0.359 -3.802 2.131
C -1.941 -3.726 3.103
C -4.868 0.230 1.177
C 2.786 1.862 -3.673
C -0.718 -2.899 2.726
C 5.444 0.775 -2.470
C -3.655 -3.932 -0.598
C -2.862 -0.378 -2.813
C -4.794 -2.943 -0.760
C 4.637 1.386 -1.347
C 3.831 2.938 -3.872
C -3.375 0.477 1.047
C -0.637 1.478 -2.833
C -4.025 -4.989 0.429
C 0.520 2.114 -2.025
C -0.201 -2.146 3.944
C -3.313 -4.599 -1.925
C 2.188 4.066 1.127
C 3.098 0.481 -3.327
C 1.211 1.195 1.196
C -2.695 0.454 2.403
C -3.085 1.798 0.356
H -5.056 -0.714 1.700
H 4.321 3.274 -0.353
H 0.349 1.657 1.720
H -1.638 -4.506 3.821
H 1.204 -3.202 1.766
H -2.990 -3.865 -2.677
H 0.912 0.915 0.167
H -2.011 1.923 0.164
H 1.535 0.267 1.688
H 0.072 2.571 -1.128
H -1.167 -1.850 -4.544
H 2.986 4.717 0.746
H -1.561 2.019 -2.569
H -0.058 -4.398 1.306
H 0.732 -4.495 2.905
H 6.044 1.543 -2.999
H -0.300 -0.364 -5.021
H -5.699 -3.501 -1.054
H -3.405 2.629 0.999
H 3.556 1.790 3.026
H 4.870 0.975 -0.363
H 0.162 -2.864 4.692
H -3.211 -1.308 -2.376
H -2.519 -5.347 -1.785
H -2.709 -3.104 3.587
H 3.479 4.494 -2.370
H 5.158 4.187 -2.625
H -4.310 -4.533 1.383
H -3.202 -5.698 0.587
H -5.334 0.174 0.186
H 0.513 -1.590 -3.997
H 4.439 0.978 1.716
H 2.034 4.268 2.195
H -3.630 1.864 -0.592
H 0.628 -1.480 3.677
H 1.911 1.937 -4.322
H 2.329 -0.251 -3.606
H -3.311 0.471 -2.282
H 4.739 2.703 2.039
H -4.890 -5.559 0.066
H -3.159 -0.336 -3.870
H -5.333 1.044 1.744
H 1.264 4.298 0.580
H -4.203 -5.116 -2.317
H -1.003 -1.555 4.404
H -0.470 1.714 -3.899
H -2.850 -0.501 2.916
H 0.861 2.963 -2.657
H 4.527 -1.092 -3.053
H 3.382 3.690 -4.529
H -2.371 -4.223 2.223
H 4.881 -0.092 -4.441
H -1.623 0.672 2.333
H -3.135 1.238 3.042
H -5.010 -2.427 0.184
H 4.727 2.582 -4.406
H -4.598 -2.209 -1.551
H 6.176 0.084 -2.030
*
```

F_max, eV/Å: 7.88
Electronic energy, eV: -74489.907
Frontier orbital gap (spin up / spin down), Eh: 0.305 / 0.211
Lowest unoccupied orbital energy (spin up / spin down), Eh: -0.2080 / -0.3052
HOMO level (spin up / spin down), eV: -13.9 / -14.0

Formally, the Löwdin partial charges of the atoms, in units of the elementary charge, are as follows: number 1, Re, carries 1.3953; number 2, S, carries 0.6044; number 3, P, carries 0.7952; number 4, P, carries 0.6240; number 5, Si, carries -0.0172; number 6, O, carries -0.1763; number 7, O, carries -0.1424; number 8, O, carries -0.1745; number 9, C, carries -0.1625; number 10, C, carries -0.1643; number 11, C, carries -0.2232; number 12, C, carries -0.3850; number 13, C, carries -0.2116; number 14, C, carries -0.0244; number 15, C, carries -0.0168; number 16, C, carries -0.0193; number 17, C, carries -0.3550; number 18, C, carries -0.6074; number 19, C, carries -0.1524; number 20, C, carries -0.5883; number 21, C, carries -0.1872; number 22, C, carries -0.0231; number 23, C, carries -0.2894; number 24, C, carries -0.1597; number 25, C, carries -0.6037; number 26, C, carries -0.3635; number 27, C, carries -0.0326; number 28, C, carries -0.3224; number 29, C, carries -0.0259; number 30, C, carries -0.0230; number 31, C, carries -0.2206; number 32, C, carries -0.3348; number 33, C, carries -0.2744; number 34, C, carries -0.0289; number 35, C, carries -0.0220; number 36, H, carries 0.0921; number 37, H, carries 0.0744; number 38, H, carries 0.0582; number 39, H, carries 0.1085; number 40, H, carries 0.0871; number 41, H, carries 0.0762; number 42, H, carries -0.0760; number 43, H, carries 0.0720; number 44, H, carries 0.0570; number 45, H, carries 0.0342; number 46, H, carries 0.0763; number 47, H, carries 0.0557; number 48, H, carries 0.0924; number 49, H, carries 0.0913; number 50, H, carries 0.1028; number 51, H, carries 0.1288; number 52, H, carries 0.0760; number 53, H, carries 0.1110; number 54, H, carries 0.1049; number 55, H, carries 0.0690; number 56, H, carries 0.1005; number 57, H, carries 0.1010; number 58, H, carries 0.0249; number 59, H, carries 0.0987; number 60, H, carries 0.0980; number 61, H, carries 0.1275; number 62, H, carries 0.1388; number 63, H, carries 0.0894; number 64, H, carries 0.0997; number 65, H, carries 0.0948; number 66, H, carries 0.0509; number 67, H, carries 0.0470; number 68, H, carries 0.0647; number 69, H, carries 0.0803; number 70, H, carries 0.0803; number 71, H, carries 0.1123; number 72, H, carries 0.0952; number 73, H, carries 0.0610; number 74, H, carries 0.0706; number 75, H, carries 0.1043; number 76, H, carries 0.0907; number 77, H, carries 0.1026; number 78, H, carries 0.0534; number 79, H, carries 0.1035; number 80, H, carries 0.0885; number 81, H, carries 0.0936; number 82, H, carries 0.0865; number 83, H, carries 0.0565; number 84, H, carries 0.1197; number 85, H, carries 0.1242; number 86, H, carries 0.0530; number 87, H, carries 0.1312; number 88, H, carries 0.0710; number 89, H, carries 0.1089; number 90, H, carries 0.0805; number 91, H, carries 0.1237; number 92, H, carries 0.0660; number 93, H, carries 0.1281

***

Density functional theory data (the ωB97M-V functional and the def2-TZVPD basis) for C5H7N as an isolated structure in a non-equilibrium geometry.

The geometry in ORCA input format:
```
! RIJCOSX wB97M-V def2-TZVPD def2/J DEFGRID3
* xyz 0 1
N -0.155 0.037 -0.133
C 0.306 -2.113 -0.119
C 0.976 -0.030 1.021
C 1.079 -0.795 -0.229
C -0.802 -1.327 -0.099
C -0.662 1.159 -0.932
H -0.033 2.036 -0.797
H 0.496 -0.503 1.869
H 1.815 -0.497 -0.976
H -1.873 -1.427 0.080
H -1.682 1.393 -0.601
H -0.708 0.890 -1.996
H 1.732 0.728 1.291
*
```

F_max, eV/Å: 1.18
Electronic energy, eV: -6782.344
Frontier orbital gap, Eh: 0.301
Lowest unoccupied orbital energy, Eh: 0.0242
HOMO level, eV: -7.5

Formally, the Löwdin partial charges of the atoms, in units of the elementary charge, are as follows: number 1, N, carries -0.1763; number 2, C, carries -0.0630; number 3, C, carries 0.0435; number 4, C, carries -0.3072; number 5, C, carries -0.1894; number 6, C, carries -0.0175; number 7, H, carries 0.0855; number 8, H, carries 0.1057; number 9, H, carries 0.1377; number 10, H, carries 0.0772; number 11, H, carries 0.0924; number 12, H, carries 0.0984; number 13, H, carries 0.1130

***

Density functional theory data (the ωB97M-V functional and the def2-TZVPD basis) for an isolated ion of composition C3H9NS2 and charge -1 in a non-equilibrium geometry.

The geometry in ORCA input format:
```
! RIJCOSX wB97M-V def2-TZVPD def2/J DEFGRID3
* xyz -1 2
S -0.210 1.121 -1.775
S 1.452 1.384 -0.521
N -1.375 -0.308 1.299
C 0.095 -0.551 -2.514
C 0.086 -0.334 1.343
C 0.698 1.075 1.125
H 0.652 -0.409 -3.433
H 0.439 -0.830 2.252
H 1.511 1.263 1.824
H 0.428 -0.884 0.465
H 0.726 -1.131 -1.840
H -0.046 1.865 1.248
H -1.743 -1.197 0.985
H -0.869 -1.035 -2.606
H -1.843 -0.028 2.149
*
```

F_max, eV/Å: 2.24
Electronic energy, eV: -26416.316
Frontier orbital gap (spin up / spin down), Eh: 0.103 / 0.290
Lowest unoccupied orbital energy (spin up / spin down), Eh: 0.1341 / 0.1384
HOMO level (spin up / spin down), eV: 0.8 / -4.1

Formally, the Löwdin partial charges of the atoms, in units of the elementary charge, are as follows: number 1, S, carries 0.0829; number 2, S, carries 0.0688; number 3, N, carries -0.0292; number 4, C, carries -0.5026; number 5, C, carries -0.3520; number 6, C, carries -0.5917; number 7, H, carries 0.0004; number 8, H, carries 0.0879; number 9, H, carries 0.0291; number 10, H, carries 0.0657; number 11, H, carries -0.0058; number 12, H, carries 0.0451; number 13, H, carries 0.0519; number 14, H, carries -0.0015; number 15, H, carries 0.0509

***

Density functional theory data (the ωB97M-V functional and the def2-TZVPD basis) for C40H40N9O3PReS2 as an isolated structure.

The geometry in ORCA input format:
```
! RIJCOSX wB97M-V def2-TZVPD def2/J DEFGRID3
* xyz 0 4
Re 1.462 1.189 0.681
S 1.208 -0.604 2.249
S 3.703 0.441 1.324
P -1.654 -1.203 -0.309
O -1.012 -0.055 0.402
O 3.745 3.724 -5.446
O 2.551 5.506 -4.707
N -0.396 1.099 8.532
N -3.270 -1.198 0.025
N -0.170 2.614 0.236
N -1.131 -2.687 0.166
N 2.045 -0.391 -0.955
N 1.946 2.187 -1.128
N 5.988 -2.514 1.951
N 2.003 -4.031 3.232
N -1.356 -1.051 -1.928
C 1.784 2.719 2.212
C -0.537 4.820 -0.598
C 3.130 2.298 -3.175
C 3.790 -1.992 -2.384
C 2.724 1.601 -2.056
C -0.801 0.182 -2.504
C 2.053 -1.711 -0.773
C -1.383 -3.123 1.568
C -0.325 -4.878 0.352
C 1.394 3.391 -1.375
C 2.887 0.146 -1.862
C -4.123 -2.361 -0.285
C 2.667 -3.154 2.892
C 0.212 3.659 -0.528
C 2.906 -0.894 2.093
C -0.775 -3.842 -0.670
C 3.775 -0.622 -2.590
C 1.315 2.399 3.593
C -1.716 4.896 0.125
C 3.490 -2.085 2.421
C 2.155 1.727 4.484
C 1.730 1.388 5.753
C 2.905 -2.547 -1.476
C -1.315 2.684 0.921
C -5.519 -1.764 -0.486
C 3.081 4.391 -4.645
C -0.330 -0.224 -3.917
C -0.400 2.420 5.302
C -1.293 -4.643 1.507
C -4.038 0.050 -0.104
C 2.687 3.600 -3.369
C 0.442 1.726 6.165
C -0.748 -1.694 -4.072
C -5.232 -0.343 -0.965
C -1.864 -1.843 -3.044
C 0.040 2.752 4.032
C -2.119 3.809 0.884
C -0.019 1.375 7.483
C 1.773 4.137 -2.466
C 4.876 -2.326 2.173
H -4.100 -3.088 0.529
H -2.318 5.794 0.086
H -0.611 3.322 3.380
H -0.361 -5.890 -0.049
H 0.000 0.556 -1.877
H 3.155 1.458 4.165
H -2.266 -5.084 1.274
H -3.792 -2.871 -1.194
H -6.114 -2.346 -1.188
H 3.731 1.858 -3.960
H -2.799 -1.415 -3.431
H -3.425 0.839 -0.544
H 0.074 -2.359 -3.800
H -0.941 -5.059 2.449
H -6.079 0.330 -0.848
H -4.367 0.393 0.882
H 1.367 -2.086 -0.027
H -3.040 3.825 1.448
H 1.353 5.105 -2.705
H -4.943 -0.352 -2.019
H -0.206 5.638 -1.219
H 1.325 3.650 1.869
H -1.568 1.807 1.499
H -6.054 -1.735 0.465
H -2.060 -2.873 -2.764
H 0.697 -4.672 0.680
H -2.348 -2.758 1.921
H 4.452 -0.155 -3.290
H 2.886 -3.611 -1.288
H 4.490 -2.615 -2.924
H -1.634 -4.229 -1.227
H 2.863 2.871 2.227
H 2.389 0.864 6.431
H 0.006 -3.576 -1.384
H -1.568 0.963 -2.567
H -1.388 2.706 5.635
H 0.744 -0.090 -4.039
H -0.607 -2.720 2.219
H -0.819 0.395 -4.669
H -1.066 -1.939 -5.084
*
```

F_max, eV/Å: 0.85
Electronic energy, eV: -94774.505
Frontier orbital gap (spin up / spin down), Eh: 0.257 / 0.221
Lowest unoccupied orbital energy (spin up / spin down), Eh: -0.0548 / -0.0912
HOMO level (spin up / spin down), eV: -8.5 / -8.5

Formally, the Löwdin partial charges of the atoms, in units of the elementary charge, are as follows: number 1, Re, carries 1.2829; number 2, S, carries 0.6814; number 3, S, carries 0.6820; number 4, P, carries 0.5379; number 5, O, carries -0.3861; number 6, O, carries -0.0107; number 7, O, carries -0.0137; number 8, N, carries 0.1512; number 9, N, carries -0.1901; number 10, N, carries -0.0457; number 11, N, carries -0.1759; number 12, N, carries -0.0401; number 13, N, carries -0.0241; number 14, N, carries 0.1669; number 15, N, carries 0.1773; number 16, N, carries -0.1725; number 17, C, carries -0.2734; number 18, C, carries 0.0231; number 19, C, carries 0.0807; number 20, C, carries -0.0162; number 21, C, carries -0.1833; number 22, C, carries -0.1824; number 23, C, carries -0.1418; number 24, C, carries -0.1846; number 25, C, carries -0.1633; number 26, C, carries -0.1720; number 27, C, carries -0.2462; number 28, C, carries -0.1843; number 29, C, carries -0.2334; number 30, C, carries -0.1978; number 31, C, carries -1.0379; number 32, C, carries -0.2035; number 33, C, carries 0.0212; number 34, C, carries -0.3241; number 35, C, carries -0.0219; number 36, C, carries -0.3592; number 37, C, carries -0.0647; number 38, C, carries -0.0153; number 39, C, carries -0.0201; number 40, C, carries -0.1287; number 41, C, carries -0.1617; number 42, C, carries -0.6913; number 43, C, carries -0.1375; number 44, C, carries -0.0226; number 45, C, carries -0.1611; number 46, C, carries -0.1922; number 47, C, carries -0.0464; number 48, C, carries -0.2342; number 49, C, carries -0.1541; number 50, C, carries -0.1688; number 51, C, carries -0.1994; number 52, C, carries -0.0430; number 53, C, carries -0.0303; number 54, C, carries -0.1864; number 55, C, carries 0.0809; number 56, C, carries -0.2337; number 57, H, carries 0.1064; number 58, H, carries 0.1195; number 59, H, carries 0.0957; number 60, H, carries 0.1153; number 61, H, carries 0.0586; number 62, H, carries 0.1058; number 63, H, carries 0.1096; number 64, H, carries 0.1002; number 65, H, carries 0.1117; number 66, H, carries 0.1267; number 67, H, carries 0.1212; number 68, H, carries 0.1006; number 69, H, carries 0.1041; number 70, H, carries 0.1116; number 71, H, carries 0.1119; number 72, H, carries 0.1189; number 73, H, carries 0.0776; number 74, H, carries 0.1169; number 75, H, carries 0.1245; number 76, H, carries 0.1086; number 77, H, carries 0.1242; number 78, H, carries 0.0606; number 79, H, carries 0.1076; number 80, H, carries 0.1148; number 81, H, carries 0.0896; number 82, H, carries 0.0980; number 83, H, carries 0.1044; number 84, H, carries 0.1253; number 85, H, carries 0.1181; number 86, H, carries 0.1209; number 87, H, carries 0.1026; number 88, H, carries 0.0362; number 89, H, carries 0.1233; number 90, H, carries 0.0972; number 91, H, carries 0.1167; number 92, H, carries 0.1184; number 93, H, carries 0.0998; number 94, H, carries 0.0633; number 95, H, carries 0.1114; number 96, H, carries 0.1122